No. 1
{"formula": "C11H21F2N3NbO", "method": "the ωB97M-V functional and the def2-TZVPD basis", "fmax_ev_per_a": 6.138, "spin_multiplicity": 1, "homo_lumo_gap_ha": 0.2594, "total_charge": -1, "symbols": ["H", "H", "C", "C", "H", "C", "C", "H", "H", "C", "H", "O", "F", "H", "H", "H", "H", "C", "C", "C", "Nb", "F", "H", "N", "C", "H", "H", "H", "H", "H", "H", "C", "H", "C", "N", "H", "H", "H", "N"], "coordinates": [[-1.060, 2.587, -4.277], [3.152, 1.949, 0.736], [5.290, -1.612, 4.223], [1.314, 1.715, -0.589], [0.626, 0.276, 1.944], [-5.806, -4.226, -2.306], [4.120, -0.714, 3.949], [6.175, -1.011, 4.442], [5.491, -2.236, 3.350], [-1.541, 0.097, -0.148], [3.468, 1.351, -1.037], [-2.320, -1.042, 1.985], [-3.222, -1.876, -0.041], [-1.178, 2.928, 0.193], [3.346, -0.466, 1.303], [1.341, 2.827, -0.897], [1.789, -0.807, 0.388], [2.783, 1.243, -0.104], [2.822, -0.316, 0.295], [-4.444, -4.120, -1.686], [-0.301, 1.585, 1.058], [1.002, 0.901, -1.774], [-0.964, -0.520, -0.920], [-0.764, 4.192, -1.498], [-2.370, -0.969, 0.738], [-2.330, 3.831, -4.294], [0.701, 2.808, 1.989], [-4.244, -5.003, -1.076], [-3.685, -4.048, -2.467], [-2.338, 0.702, -0.730], [5.074, -2.254, 5.078], [-1.239, 3.699, -2.465], [-4.390, -3.231, -1.055], [-1.841, 3.068, -3.686], [-6.881, -4.310, -2.796], [-1.548, 1.573, 2.396], [-2.578, 2.319, -3.392], [3.356, -0.886, -0.564], [3.195, -0.007, 3.733]]}

***

No. 2
{"formula": "C11H21N2", "method": "the ωB97M-V functional and the def2-TZVPD basis", "fmax_ev_per_a": 4.400, "spin_multiplicity": 1, "relative_energy_kj_mol": 314.3, "homo_lumo_gap_ha": 0.3037, "total_charge": 1, "symbols": ["H", "H", "H", "H", "C", "C", "C", "C", "N", "H", "C", "H", "C", "H", "H", "H", "C", "H", "H", "H", "H", "C", "H", "C", "C", "H", "H", "H", "H", "N", "H", "H", "H", "C"], "coordinates": [[1.641, -2.594, -0.659], [-0.747, 3.514, 1.285], [-1.137, 1.540, 2.299], [-1.262, -0.209, 2.134], [-0.387, 3.231, 0.385], [-0.081, -2.963, -1.764], [0.625, -2.806, -0.422], [-0.572, 0.614, 2.039], [-1.943, -0.358, -1.206], [0.658, -3.692, 0.200], [-0.293, -1.641, -2.526], [0.457, -3.750, -2.394], [0.485, 1.959, 0.252], [0.733, 1.888, -0.747], [-3.441, -0.337, 0.345], [0.663, -1.687, 1.488], [-0.643, -0.441, -1.618], [-1.054, -3.393, -1.565], [1.190, -0.274, -0.529], [-1.011, -1.529, -3.268], [-1.296, 3.215, -0.285], [0.170, -0.354, -0.092], [1.932, 1.913, 2.121], [-0.009, -1.732, 0.497], [1.796, 2.047, 1.020], [2.156, 3.003, 0.897], [0.573, -1.550, -3.097], [2.522, 1.381, 0.478], [-1.100, -1.978, 0.585], [-0.201, 0.693, 0.651], [0.387, 0.554, 2.498], [-0.274, 0.422, -2.231], [0.170, 4.059, -0.060], [-2.661, -0.335, -0.317]]}

***

No. 3
{"formula": "C11H21N3O4", "method": "the ωB97M-V functional and the def2-TZVPD basis", "fmax_ev_per_a": 7.268, "spin_multiplicity": 1, "relative_energy_kj_mol": 1160.4, "homo_lumo_gap_ha": 0.3720, "symbols": ["C", "O", "H", "H", "C", "H", "H", "H", "H", "H", "H", "H", "C", "H", "H", "C", "H", "H", "N", "H", "C", "O", "H", "C", "H", "H", "N", "N", "O", "C", "H", "H", "C", "O", "H", "C", "C", "C", "H"], "coordinates": [[1.314, 2.205, 2.144], [-0.722, -4.819, -2.348], [-2.761, 1.483, 2.141], [-3.419, 3.980, 0.053], [-1.051, 2.115, 1.003], [1.523, -4.049, -1.294], [1.991, 3.299, 3.301], [1.393, 0.318, 1.316], [1.997, -3.394, -3.031], [1.605, -5.235, -4.638], [-0.932, 3.886, -0.051], [-0.128, -5.608, -4.860], [-2.863, 3.841, 1.427], [-3.093, 2.628, 2.220], [-0.617, 4.195, 1.722], [-1.316, 3.676, 1.045], [1.495, -3.479, 0.298], [0.801, -1.476, -2.817], [1.204, -2.315, 0.673], [-3.536, 4.933, 2.231], [-1.632, 1.579, 2.265], [1.817, 1.505, 2.965], [0.917, 2.617, 0.169], [1.271, -1.439, -0.619], [-1.025, 0.560, 2.796], [2.327, -1.459, -0.760], [0.810, 0.642, 0.549], [0.534, -5.148, -4.224], [0.409, 0.483, -1.582], [0.306, -4.438, -3.043], [-0.516, -2.444, -1.557], [-1.407, 2.340, 3.083], [0.464, 1.962, 0.894], [1.564, 3.583, 2.307], [-1.446, 1.709, 0.098], [1.251, -3.521, -2.310], [0.586, -2.231, -1.789], [0.813, -0.049, -0.606], [0.073, -2.436, 0.828]]}

***

No. 4
{"formula": "C11H21N3O4", "method": "the ωB97M-V functional and the def2-TZVPD basis", "fmax_ev_per_a": 0.729, "spin_multiplicity": 1, "relative_energy_kj_mol": 130.7, "homo_lumo_gap_ha": 0.3812, "symbols": ["H", "C", "H", "N", "H", "H", "O", "C", "H", "N", "C", "N", "H", "C", "O", "H", "C", "H", "C", "C", "H", "H", "C", "H", "H", "H", "H", "H", "C", "H", "O", "H", "O", "H", "H", "H", "H", "C", "C"], "coordinates": [[-0.578, 0.874, 1.704], [0.874, 0.516, -0.935], [3.076, -1.486, -0.403], [3.306, -3.547, -0.465], [2.678, -1.533, -2.533], [1.561, 0.242, -0.129], [0.606, 1.922, -0.839], [1.306, -2.528, 0.294], [-1.496, 2.362, 1.635], [-5.519, 3.448, 2.643], [0.994, -3.123, -1.089], [-3.766, 4.792, 3.323], [-6.125, 4.242, 2.561], [-4.213, 3.532, 3.041], [-3.497, 2.551, 3.135], [0.502, -2.924, -3.117], [0.248, 2.360, 0.407], [0.708, -1.684, 0.631], [1.667, -1.179, -2.754], [1.509, 0.284, -2.291], [0.929, 0.848, -3.025], [0.175, -3.839, -0.992], [0.640, -2.228, -2.288], [-0.342, -1.775, -2.119], [3.322, -2.185, 1.182], [-5.875, 2.535, 2.433], [-0.059, -0.042, -0.818], [1.614, -1.160, -3.844], [2.817, -2.338, 0.230], [1.127, -3.331, 1.019], [2.406, -4.739, -2.238], [2.494, 0.754, -2.262], [0.836, 3.260, 0.918], [-1.582, 1.203, 0.284], [3.466, -4.316, 0.179], [-2.809, 4.884, 3.612], [-4.336, 5.612, 3.248], [-0.931, 1.657, 1.028], [2.270, -3.925, -1.368]]}

***

No. 5
{"formula": "C11H21N3O6Rh", "method": "the ωB97M-V functional and the def2-TZVPD basis", "fmax_ev_per_a": 0.896, "spin_multiplicity": 1, "relative_energy_kj_mol": 0.0, "homo_lumo_gap_ha": 0.3319, "total_charge": 1, "symbols": ["O", "C", "H", "C", "C", "H", "H", "N", "H", "C", "C", "H", "C", "H", "N", "C", "C", "H", "H", "H", "H", "O", "H", "H", "H", "H", "O", "H", "O", "Rh", "O", "C", "H", "O", "H", "N", "C", "H", "C", "H", "H", "H"], "coordinates": [[0.753, 0.165, -0.225], [0.271, -2.421, -0.724], [-3.591, 0.103, 1.433], [2.174, -2.927, 0.784], [-1.303, 2.153, -1.355], [2.809, -3.630, 0.246], [1.415, -3.480, 1.338], [1.511, -1.991, -0.132], [-3.301, -1.171, -1.102], [-0.770, 1.081, -2.325], [4.150, -0.856, -0.143], [-2.061, 2.792, -1.810], [-1.548, 2.017, 1.157], [-4.914, -0.093, 0.273], [-1.879, 1.433, -0.176], [3.067, 1.251, 0.554], [-3.846, 0.086, 0.376], [0.142, -2.032, -1.731], [3.935, -1.813, -0.603], [3.922, 1.356, 1.219], [-0.491, 2.793, -1.023], [0.242, 1.257, -2.944], [2.178, 1.614, 1.057], [-0.590, -2.154, -0.025], [-3.528, 1.185, -1.436], [3.237, 1.833, -0.354], [-1.092, -0.272, 1.782], [2.774, -2.375, 1.502], [-0.720, 1.342, 3.274], [-1.152, -0.380, -0.203], [-3.076, -1.029, -0.168], [-1.058, 0.983, 2.179], [4.788, -1.002, 0.728], [-1.445, -0.061, -2.223], [0.184, -3.503, -0.738], [2.916, -0.167, 0.232], [-3.358, 1.302, -0.368], [-3.856, 2.217, -0.036], [1.710, -0.652, -0.042], [-2.450, 2.461, 1.583], [4.682, -0.241, -0.870], [-0.831, 2.825, 1.039]]}

***

No. 6
{"formula": "C11H21N7", "method": "the ωB97M-V functional and the def2-TZVPD basis", "fmax_ev_per_a": 1.383, "spin_multiplicity": 1, "homo_lumo_gap_ha": 0.3024, "symbols": ["C", "H", "H", "H", "N", "C", "N", "H", "H", "C", "C", "H", "N", "C", "C", "H", "C", "C", "C", "H", "H", "H", "H", "N", "C", "H", "H", "H", "H", "N", "H", "H", "H", "N", "N", "H", "H", "C", "H"], "coordinates": [[3.474, -0.004, 2.415], [3.121, 1.748, 3.312], [1.970, -0.760, 4.310], [-1.374, 1.509, 1.989], [3.191, 0.765, 3.546], [0.679, 0.930, 3.812], [-1.337, -1.783, -0.657], [-3.521, -1.498, -2.929], [-1.796, -2.129, -4.765], [-0.542, 0.925, 1.618], [-2.013, -1.077, -1.540], [0.898, 1.885, 3.351], [3.917, -1.176, 2.560], [-1.106, 0.159, 0.459], [-2.037, -0.016, -4.540], [0.064, 1.103, 4.684], [-0.056, 0.056, 2.762], [2.004, 0.318, 4.287], [-2.497, -1.794, -2.739], [-2.354, -0.082, -5.573], [0.221, 1.591, 1.233], [2.952, -0.121, 0.505], [0.589, -0.749, 2.442], [-1.813, 0.858, -0.408], [-0.935, 1.044, -4.382], [-0.631, -1.434, -3.689], [4.075, -1.616, 1.657], [-0.200, 0.772, -3.639], [-2.895, 0.336, -3.988], [-0.860, -1.132, 0.393], [-1.382, 1.971, -4.050], [-0.474, 1.250, -5.340], [-0.907, -0.375, 3.269], [3.277, 0.588, 1.148], [-2.290, 0.212, -1.454], [-2.500, -2.860, -2.570], [2.613, 1.353, 1.171], [-1.678, -1.398, -3.974], [2.152, 0.630, 5.316]]}

***

No. 7
{"formula": "C11H21O12S2", "method": "the ωB97M-V functional and the def2-TZVPD basis", "fmax_ev_per_a": 4.804, "spin_multiplicity": 1, "relative_energy_kj_mol": 211.3, "homo_lumo_gap_ha": 0.1134, "total_charge": -1, "symbols": ["C", "O", "C", "O", "O", "H", "H", "H", "H", "O", "H", "O", "H", "S", "C", "H", "H", "H", "C", "H", "O", "C", "H", "H", "H", "H", "O", "H", "C", "C", "C", "O", "C", "H", "O", "O", "H", "H", "O", "S", "O", "C", "C", "H", "H", "H"], "coordinates": [[-4.162, -1.444, -0.666], [-5.363, -2.536, 2.449], [-0.571, 2.654, 1.477], [4.684, -1.906, -2.615], [-2.161, 2.265, -0.390], [-4.511, -1.898, -1.598], [1.796, 3.895, 1.704], [-2.277, 1.230, 1.467], [0.459, 2.309, 3.437], [-6.229, -3.718, 0.405], [-3.184, -0.991, -0.827], [2.589, -2.039, -1.231], [-2.143, 4.584, -1.972], [3.942, -2.418, -1.503], [-5.178, -0.450, -0.127], [4.249, -3.640, 1.179], [6.011, -3.440, 1.003], [-0.481, 4.135, -2.688], [-1.547, 3.753, -2.473], [0.732, 0.898, 2.288], [-4.086, -2.471, 0.324], [2.627, 2.188, 0.569], [4.846, -5.488, -0.301], [1.927, 2.528, -0.274], [-5.609, 0.166, -0.917], [-1.269, 3.193, 2.224], [-6.190, -1.243, 0.497], [-1.979, 3.444, -3.490], [-1.477, 1.576, 0.706], [5.060, -3.455, 0.469], [5.049, -4.478, -0.657], [-0.337, 1.751, -1.805], [0.647, 2.035, 2.340], [-0.159, 3.485, 0.793], [1.688, 0.230, -0.123], [4.822, -2.198, -0.161], [1.840, -0.730, -0.295], [-4.733, 0.195, 0.635], [2.720, 0.717, 0.657], [-5.538, -2.629, 1.032], [4.019, -4.040, -1.543], [2.030, 2.792, 1.943], [-1.322, 2.479, -1.500], [-0.927, 0.629, 0.389], [3.701, 2.547, 0.376], [5.994, -4.469, -1.207]]}

***

No. 8
{"formula": "C11H22BFIO4", "method": "the ωB97M-V functional and the def2-TZVPD basis", "fmax_ev_per_a": 4.251, "spin_multiplicity": 1, "homo_lumo_gap_ha": 0.2447, "total_charge": -1, "symbols": ["B", "H", "I", "C", "O", "H", "H", "H", "C", "H", "O", "H", "H", "H", "C", "F", "H", "H", "C", "O", "H", "H", "C", "C", "H", "H", "H", "H", "H", "C", "H", "C", "H", "C", "H", "O", "H", "C", "C", "H"], "coordinates": [[0.955, -0.189, -0.745], [2.439, 3.084, 0.762], [-0.124, 5.075, 4.849], [0.322, -1.420, -2.617], [1.734, 0.969, -0.180], [1.731, -1.113, -0.567], [-2.920, -4.653, -2.030], [-1.105, -4.255, -3.750], [1.293, 3.460, 2.619], [2.032, 4.298, 2.678], [-0.250, -0.182, 0.118], [-3.175, -5.540, -3.561], [-2.330, -3.316, -4.730], [0.107, 0.674, 3.529], [0.958, -0.032, 3.408], [2.722, -0.622, 1.902], [-0.862, 3.270, 2.894], [1.534, 2.789, 3.469], [-3.164, -4.525, -3.108], [-1.883, -2.531, -2.816], [0.595, -1.040, 3.115], [0.218, -2.154, -1.789], [1.444, 2.818, 1.193], [-1.045, -1.499, -3.413], [-0.314, 4.861, 2.125], [-0.924, 0.769, 1.752], [-1.587, -0.536, -3.346], [-0.854, -1.810, -4.462], [2.654, 1.156, 2.816], [-0.277, 1.034, 0.888], [1.453, -0.060, 4.406], [1.953, 0.451, 2.305], [-0.746, 1.737, 0.161], [-0.114, 4.087, 2.887], [0.687, 3.292, 0.537], [0.608, -0.109, -2.181], [1.124, -1.797, -3.300], [1.297, 1.253, 1.141], [-2.021, -3.625, -3.706], [-4.162, -4.066, -3.253]]}